{"formula": "C32H63ClF3N3O9P", "method": "ωB97M-V/def2-TZVPD", "e_lumo_ha": -0.124, "gap_ha": 0.2454, "total_charge": 1, "e_tot_ha": -3199.27921, "symbols": ["C", "C", "C", "P", "Cl", "C", "C", "O", "C", "O", "C", "F", "F", "F", "O", "C", "C", "C", "C", "C", "C", "C", "H", "H", "H", "H", "H", "H", "H", "H", "H", "H", "H", "H", "H", "H", "H", "H", "H", "H", "C", "O", "C", "C", "N", "C", "C", "O", "C", "H", "H", "H", "H", "H", "H", "H", "H", "H", "H", "H", "H", "H", "H", "H", "C", "O", "C", "C", "N", "C", "C", "O", "C", "H", "H", "H", "H", "H", "H", "H", "H", "H", "H", "H", "H", "H", "H", "H", "C", "O", "C", "C", "N", "C", "C", "O", "C", "H", "H", "H", "H", "H", "H", "H", "H", "H", "H", "H", "H", "H", "H", "H"], "positions_angstrom": [[1.193992, -1.813246, 0.939783], [-0.336899, -1.804814, 0.766148], [-1.022634, -3.080068, 1.237830], [-0.740477, -4.594778, 0.298966], [-2.502870, -5.442972, 0.061408], [0.266335, -5.786499, 1.201136], [1.769207, -5.820067, 0.902170], [2.437953, -5.020141, 1.878797], [3.614304, -4.480266, 1.455756], [4.365280, -5.030535, 0.709864], [-0.092981, -4.418716, -1.471693], [0.981073, -3.653494, -1.546612], [-1.056489, -3.987908, -2.262585], [0.240248, -5.668713, -1.844138], [-0.760208, -1.544234, -0.547496], [-0.545540, -0.172590, -0.944642], [0.068758, -0.125952, -2.315458], [1.096214, 0.767954, -2.598299], [1.672084, 0.796633, -3.862244], [1.222430, -0.070222, -4.848152], [0.176078, -0.946666, -4.581837], [-0.398935, -0.969038, -3.318466], [1.523497, -0.983333, 1.560416], [1.518383, -2.728030, 1.435535], [1.686249, -1.724266, -0.026316], [-0.724450, -1.017824, 1.425058], [-0.688918, -3.322840, 2.245691], [-2.101386, -2.941698, 1.284390], [0.065575, -5.606979, 2.258840], [-0.151690, -6.765401, 0.962918], [2.099439, -6.853113, 1.001224], [2.026557, -5.511426, -0.108047], [3.801471, -3.477545, 1.851143], [0.108145, 0.328711, -0.231245], [-1.519741, 0.317028, -0.959149], [1.449411, 1.449476, -1.834297], [2.485173, 1.477930, -4.081623], [1.674244, -0.069276, -5.830553], [-0.199788, -1.626704, -5.333760], [-1.221679, -1.638705, -3.113839], [-4.568409, -1.983396, 7.480643], [-3.433150, -2.757165, 7.819056], [-3.729329, -4.060596, 8.306999], [-3.278375, -5.117073, 7.323657], [-4.095572, -5.093920, 6.116502], [-3.599777, -5.918949, 5.026150], [-2.242100, -5.574406, 4.424518], [-2.206443, -4.332907, 3.721021], [-1.987034, -3.196906, 4.553650], [-4.221621, -0.970720, 7.283318], [-5.078108, -2.361158, 6.586302], [-5.286796, -1.950932, 8.303775], [-4.795079, -4.160972, 8.528522], [-3.176385, -4.195875, 9.239660], [-3.363151, -6.101931, 7.790864], [-2.214302, -4.933564, 7.116415], [-4.178625, -4.138292, 5.795879], [-4.338578, -5.874329, 4.221642], [-3.564872, -6.958792, 5.364814], [-2.017568, -6.344536, 3.678920], [-1.434609, -5.607211, 5.163766], [-1.369779, -3.445494, 5.418260], [-2.925344, -2.759141, 4.895847], [-1.470658, -2.433576, 3.967083], [-5.448516, 6.752048, -0.099344], [-5.394224, 5.454102, 0.461011], [-6.226808, 4.496803, -0.178519], [-5.402020, 3.458446, -0.906678], [-4.740092, 4.028731, -2.070664], [-3.757117, 3.158317, -2.703115], [-2.530098, 2.754653, -1.893882], [-1.639833, 3.812193, -1.604583], [-1.948811, 4.581583, -0.456371], [-4.903601, 7.414954, 0.569895], [-4.983861, 6.795979, -1.090556], [-6.479909, 7.106629, -0.179258], [-6.929437, 4.983486, -0.860694], [-6.806389, 3.996130, 0.602133], [-6.061525, 2.650150, -1.237695], [-4.691987, 3.038215, -0.179036], [-4.285874, 4.891708, -1.801220], [-3.400921, 3.668716, -3.600761], [-4.266007, 2.247987, -3.037551], [-1.957264, 2.051942, -2.507725], [-2.800757, 2.224375, -0.969919], [-2.440337, 3.979529, 0.313240], [-2.583286, 5.438638, -0.695633], [-1.009989, 4.964672, -0.056709], [7.670051, 5.950149, -2.071217], [7.245377, 6.146133, -3.404317], [8.109547, 5.593354, -4.389370], [7.456820, 4.424538, -5.092910], [7.323029, 3.279214, -4.202064], [6.513731, 2.187819, -4.728630], [5.041952, 2.458157, -5.016371], [4.256945, 2.700685, -3.860388], [4.247713, 4.040612, -3.394988], [7.022794, 6.551074, -1.434897], [7.592187, 4.901919, -1.759849], [8.703002, 6.281147, -1.930137], [9.064873, 5.297552, -3.946602], [8.306757, 6.376299, -5.126208], [8.074204, 4.136227, -5.948599], [6.489150, 4.774459, -5.478713], [6.921800, 3.590724, -3.327083], [6.561736, 1.369712, -4.005436], [6.981810, 1.823931, -5.648801], [4.630228, 1.550460, -5.468518], [4.897908, 3.263195, -5.745909], [4.352042, 4.753634, -4.215610], [5.034958, 4.221673, -2.658991], [3.288294, 4.209515, -2.904641]], "atomic_forces_ev_per_a": [[-0.1158, -0.0874, -0.0480], [0.1219, 0.5245, 0.2018], [0.2561, 0.2731, -0.1276], [-0.2400, 0.2796, 0.4934], [-0.1217, -0.0999, -0.1244], [0.1922, -0.2366, -0.3159], [0.1938, -0.6146, 0.4598], [-0.4034, 0.9332, -0.3460], [0.7039, -0.3943, -0.3062], [-0.3794, 0.1208, -0.0674], [-0.1162, -0.3386, -0.0158], [-0.0985, -0.0249, 0.0071], [0.1723, 0.0767, 0.0031], [-0.0077, 0.1010, -0.0234], [0.0380, -0.1541, 0.1414], [-0.0443, -0.2122, -0.4261], [0.1278, 0.0715, -0.0096], [-0.0396, -0.1122, -0.0645], [0.0497, -0.0593, -0.2099], [-0.1987, -0.1462, 0.0002], [-0.0185, 0.0071, 0.3019], [0.0423, 0.0998, -0.1124], [0.0213, 0.0395, 0.0132], [0.1001, -0.0326, -0.0363], [0.0261, -0.0677, -0.0448], [-0.1702, -0.0765, 0.0545], [-0.0286, -0.1204, 0.0175], [-0.0626, -0.0664, -0.1185], [0.0630, 0.0403, 0.0532], [-0.0882, 0.0247, -0.0970], [0.0308, -0.0246, -0.0159], [0.0653, 0.1391, 0.0030], [-0.1580, -0.1017, 0.4326], [-0.0370, 0.0710, 0.0611], [-0.0248, 0.0513, 0.1979], [0.0341, -0.0014, 0.0540], [-0.0673, 0.0279, 0.1561], [0.0515, 0.0690, -0.0164], [0.0572, 0.0519, -0.1349], [-0.0369, -0.0510, 0.0246], [0.0645, 0.0397, 0.0557], [-0.0992, -0.0155, -0.1542], [0.1266, -0.0215, 0.1651], [-0.0616, 0.0405, -0.1277], [0.2333, 0.0547, -0.0285], [-0.2058, 0.1007, 0.0054], [0.0263, -0.2576, -0.1360], [0.1952, 0.0478, 0.1496], [-0.0967, 0.0361, -0.1128], [0.0164, -0.0043, -0.0029], [-0.0482, -0.0186, 0.0376], [-0.0269, 0.0005, -0.0095], [-0.0214, -0.0138, -0.0711], [-0.0227, 0.0277, 0.0168], [0.0062, -0.0169, -0.0153], [0.0301, -0.0602, 0.0937], [-0.0941, 0.0054, 0.0265], [0.0156, -0.0475, -0.0202], [0.0402, -0.0082, 0.0114], [-0.0049, 0.0197, -0.0165], [-0.0438, 0.0880, 0.0538], [-0.0206, -0.0041, 0.0272], [0.0134, -0.0203, 0.0826], [0.0147, -0.0205, -0.0109], [0.0043, -0.0160, 0.0754], [0.0476, 0.0643, -0.1106], [-0.0809, -0.1112, 0.1417], [0.1096, 0.0791, -0.0842], [0.0922, -0.0381, 0.1490], [-0.0763, 0.1747, -0.0841], [0.0740, -0.2026, -0.1451], [-0.0004, 0.0101, 0.0983], [0.1067, 0.0374, -0.0550], [0.0131, -0.0128, 0.0065], [-0.0547, 0.0096, -0.0250], [-0.0040, 0.0139, -0.0221], [0.0474, 0.0127, -0.0537], [-0.0222, 0.0263, -0.0025], [0.0138, -0.0214, -0.0020], [-0.0747, -0.0622, 0.0361], [-0.0310, 0.0278, -0.0261], [0.0095, -0.0416, -0.0261], [0.0061, -0.0238, 0.0306], [-0.0040, 0.0144, -0.0109], [-0.0754, 0.1070, 0.0397], [-0.0409, 0.0076, -0.0023], [-0.0649, -0.0285, 0.0492], [0.0079, -0.0152, -0.0084], [-0.0325, 0.0679, -0.0308], [0.0016, -0.1123, 0.0966], [0.0199, 0.1277, -0.1566], [-0.0680, -0.0858, 0.1191], [-0.1297, 0.0934, -0.0317], [0.1203, -0.0268, 0.1443], [-0.0439, -0.1554, -0.1542], [0.1192, 0.1384, 0.0185], [-0.1166, -0.0809, 0.0863], [-0.0146, -0.0004, -0.0098], [0.0627, -0.0029, 0.0025], [0.0136, -0.0170, 0.0189], [-0.0233, -0.0612, 0.0295], [0.0192, 0.0157, 0.0236], [-0.0155, -0.0156, -0.0170], [0.0489, 0.0430, -0.0847], [0.0283, -0.0052, 0.0195], [-0.0054, -0.0313, -0.0327], [-0.0155, 0.0214, -0.0281], [-0.0180, 0.0090, 0.0126], [0.0461, 0.0718, 0.0657], [0.0378, 0.0125, -0.0027], [0.0498, 0.0566, -0.0611], [-0.0140, -0.0059, -0.0313]]}

---

{"formula": "C18H30ClNaO22", "method": "ωB97M-V/def2-TZVPD", "e_lumo_ha": -0.010, "gap_ha": 0.3671, "e_tot_ha": -2981.52965, "symbols": ["Na", "Cl", "O", "O", "O", "O", "C", "C", "O", "C", "O", "O", "H", "H", "H", "H", "C", "C", "O", "C", "O", "O", "H", "H", "H", "H", "C", "C", "O", "C", "O", "O", "H", "H", "H", "H", "C", "O", "C", "O", "O", "C", "H", "H", "H", "H", "H", "H", "C", "O", "C", "O", "O", "C", "H", "H", "H", "H", "H", "H", "C", "O", "C", "O", "O", "C", "H", "H", "H", "H", "H", "H"], "positions_angstrom": [[10.022156, -0.506945, 18.198117], [10.796727, 2.625896, 17.873641], [11.117983, 1.838146, 16.692033], [10.514359, 3.987578, 17.502318], [9.592357, 2.051785, 18.468387], [11.871302, 2.562184, 18.816391], [13.023796, 6.802332, 17.809920], [13.936376, 7.019909, 16.595500], [15.148682, 7.467268, 17.211697], [15.106355, 7.275748, 18.546762], [15.962204, 7.585312, 19.308662], [13.941709, 6.669980, 18.894345], [12.449944, 5.874760, 17.766765], [12.323913, 7.629130, 17.928631], [13.500614, 7.756620, 15.924332], [14.157197, 6.154652, 15.968701], [9.502513, 0.430911, 14.299358], [9.504170, -0.545576, 13.118317], [9.101020, -1.778370, 13.718922], [9.378359, -1.724854, 15.038932], [9.402734, -2.651226, 15.778384], [9.567364, -0.458835, 15.422822], [8.544931, 0.944167, 14.368734], [10.321843, 1.138321, 14.326805], [10.417400, -0.579706, 12.523205], [8.715142, -0.314299, 12.398051], [11.058517, 4.264164, 13.298389], [12.116749, 4.438401, 14.387922], [12.771183, 5.653770, 13.976561], [12.670583, 5.731564, 12.629297], [13.373254, 6.372449, 11.926117], [11.651230, 4.949110, 12.194921], [10.057565, 4.645209, 13.494327], [10.974088, 3.204089, 13.050746], [12.842105, 3.627197, 14.288531], [11.757531, 4.547084, 15.405561], [11.491462, 9.848051, 13.312211], [10.704862, 8.743898, 13.751770], [10.663497, 8.522999, 15.060890], [11.379710, 9.031620, 15.886469], [9.705820, 7.635313, 15.289326], [9.468755, 7.319040, 16.663616], [12.346690, 10.089844, 13.939602], [10.852024, 10.730809, 13.251120], [11.872481, 9.603569, 12.327092], [8.782648, 8.028679, 17.119222], [10.397115, 7.272403, 17.225653], [9.070865, 6.307047, 16.720258], [13.816667, -0.215027, 15.642218], [13.734307, -1.628348, 15.841233], [12.844620, -2.053260, 16.716388], [12.180609, -1.323757, 17.424132], [12.806680, -3.358013, 16.694752], [12.010127, -4.020351, 17.682062], [14.872472, -0.003641, 15.501997], [13.448000, 0.328868, 16.508148], [13.244418, 0.087229, 14.766974], [10.959739, -3.864427, 17.433378], [12.265589, -3.644520, 18.668031], [12.226683, -5.075240, 17.566045], [6.323454, -3.011729, 17.155152], [5.722408, -1.739399, 17.363442], [6.498984, -0.840281, 17.938328], [7.677514, -0.937593, 18.175147], [5.770232, 0.235629, 18.194058], [6.404329, 1.251412, 18.976272], [5.548271, -3.660399, 16.759698], [6.643420, -3.444746, 18.104976], [7.177621, -2.977613, 16.486502], [6.988974, 1.940264, 18.367408], [7.052614, 0.825559, 19.738421], [5.606867, 1.815047, 19.453015]], "atomic_forces_ev_per_a": [[0.0034, 0.3817, -0.4667], [-0.3116, 0.0711, 0.1626], [0.0687, 0.0569, -0.0270], [0.1585, 0.0099, -0.1892], [0.0771, -0.4592, -0.0104], [0.0340, -0.0357, -0.1445], [-0.0851, -1.0159, -0.5523], [-0.2954, -0.1255, 0.0429], [0.0816, 0.3992, -0.1876], [-0.3619, -0.1244, -0.0823], [0.1503, -0.1000, -0.0108], [0.0077, 0.5763, 0.0510], [0.0075, 0.0462, -0.0790], [0.3244, 0.2120, 0.3354], [0.3486, 0.3537, 0.1550], [-0.0157, -0.2066, 0.4239], [-0.4907, -0.3338, -0.1956], [-1.1649, 0.6999, -0.6888], [0.8697, -0.3414, 0.1049], [-0.3120, 0.5244, -0.6803], [0.0283, -0.6009, 0.4536], [0.5858, 0.2384, 0.4470], [0.0917, 0.2185, -0.0100], [0.1093, -0.0565, 0.1611], [0.3107, -0.5232, 0.5412], [0.0850, 0.1799, 0.1226], [0.1513, -0.5134, 0.1700], [-0.1413, 0.2918, -0.3416], [0.0434, -0.1792, 0.0237], [-0.2686, -0.2035, 0.2009], [0.0517, 0.3472, -0.1786], [0.0253, -0.0433, -0.1203], [0.1445, 0.3279, 0.1766], [-0.0718, 0.0985, -0.1651], [0.0058, 0.0178, 0.3373], [-0.0747, -0.0874, 0.0042], [0.2559, 0.5428, -0.3315], [0.0571, -0.0763, -0.0480], [0.2932, 0.2641, -0.0032], [-0.1371, -0.0075, 0.0537], [-0.2603, -0.3168, 0.1372], [0.2547, -0.6253, 0.4240], [-0.1607, -0.3400, 0.3119], [0.0093, -0.0650, -0.0183], [-0.1480, -0.1281, -0.1192], [0.0219, 0.0938, -0.0845], [0.0186, 0.3291, -0.0516], [-0.2561, 0.1294, -0.3208], [0.2775, 0.4205, 0.3074], [-0.0062, -0.1871, -0.3243], [-0.1782, 0.7098, 0.1015], [-0.5441, -0.1590, 0.3767], [0.4053, -0.6864, -0.1537], [-0.3881, 0.1819, -0.4019], [-0.0206, 0.0536, -0.1445], [-0.0405, -0.0415, -0.0009], [-0.0166, -0.1670, -0.0730], [-0.0141, 0.1028, 0.2440], [-0.0832, -0.1065, 0.1101], [0.1822, -0.0341, 0.1446], [0.0945, -0.8450, 0.1914], [0.0968, 0.0169, 0.0505], [-0.6059, 0.8801, -0.1832], [0.7648, -0.5052, 0.1510], [-0.0731, -0.1794, 0.0875], [0.1249, 0.5999, 0.2542], [-0.0647, 0.1615, -0.1678], [0.0621, 0.1642, 0.0142], [-0.0183, 0.1693, -0.0693], [0.0500, -0.2359, -0.1535], [-0.0312, -0.0879, -0.0522], [-0.0924, -0.1269, -0.0421]]}